(1)
Below is C31H44F7GaNO22 as an isolated structure at a distorted geometry, with properties calculated with ωB97M-V/def2-TZVPD.

Calculated values
Kohn-Sham gap ... 5.59 eV
Net charge ... -1

Geometry (Å):
C 3.820 1.795 5.386
C 3.631 1.091 3.906
C 2.488 1.897 3.016
C 3.104 3.003 1.975
Ga 1.160 0.546 2.090
C 0.019 -0.255 3.616
C -1.185 -1.259 3.136
C -2.205 -0.639 2.014
C -3.135 0.608 2.524
N -2.955 1.002 3.972
C -4.033 2.051 4.242
C -3.855 3.672 4.072
O -5.240 1.562 4.632
H 3.777 0.920 6.184
H 2.995 2.585 5.642
H 4.868 2.351 5.394
H 4.641 1.143 3.301
H 3.226 -0.001 4.069
H 1.814 2.480 3.810
H 2.881 2.786 0.844
H 4.274 3.060 2.200
H 2.663 4.055 2.299
H 2.114 -0.586 1.414
H 0.331 1.206 0.894
H -0.349 0.644 4.305
H 0.754 -0.893 4.308
H -0.650 -2.192 2.618
H -1.745 -1.727 4.079
H -1.667 -0.363 0.984
H -2.958 -1.520 1.725
H -2.988 1.547 1.818
H -4.277 0.284 2.402
H -3.033 0.199 4.632
H -3.101 4.145 4.836
H -3.568 3.927 2.947
H -4.912 4.192 4.257
C 4.594 2.231 -2.504
C 6.027 1.865 -2.691
O 6.506 1.724 -1.373
C 5.425 1.331 -0.643
O 5.493 0.846 0.474
O 4.254 1.539 -1.319
F 6.707 2.871 -3.286
H 4.447 3.306 -2.351
H 3.969 1.907 -3.340
H 6.183 0.932 -3.242
C -1.957 -5.433 0.205
C -0.568 -5.529 -0.329
O -0.397 -4.315 -1.023
C -1.198 -3.421 -0.378
O -1.117 -2.211 -0.508
O -2.100 -4.046 0.440
F -0.462 -6.545 -1.214
H -2.712 -5.758 -0.518
H -2.088 -6.002 1.129
H 0.203 -5.624 0.443
C 8.711 2.239 0.927
C 9.712 1.834 1.955
O 10.847 2.604 1.631
C 10.355 3.737 1.055
O 11.001 4.758 0.891
O 9.044 3.592 0.691
F 10.033 0.527 1.828
H 8.810 1.673 -0.005
H 7.683 2.145 1.288
H 9.407 2.044 2.986
C -5.755 -6.897 -0.418
C -6.586 -6.909 0.819
O -5.945 -7.861 1.637
C -4.633 -7.817 1.272
O -3.722 -8.290 1.931
O -4.461 -7.170 0.079
F -7.837 -7.347 0.556
H -6.043 -7.679 -1.129
H -5.784 -5.931 -0.929
H -6.630 -5.946 1.340
C 2.447 3.733 -5.972
C 1.834 2.859 -7.012
O 2.699 1.746 -7.058
C 3.222 1.652 -5.803
O 3.795 0.665 -5.373
O 3.019 2.796 -5.082
F 1.853 3.462 -8.222
H 3.234 4.381 -6.373
H 1.706 4.356 -5.464
H 0.818 2.525 -6.777
C -2.143 0.562 -9.080
C -2.464 1.673 -10.021
O -2.271 2.831 -9.241
C -1.318 2.490 -8.329
O -0.689 3.295 -7.662
O -1.146 1.134 -8.258
F -3.761 1.625 -10.399
H -2.999 0.270 -8.462
H -1.765 -0.324 -9.596
H -1.818 1.712 -10.905
C -7.390 -0.323 4.255
C -8.643 -1.037 4.634
O -9.127 -1.528 3.405
C -8.017 -1.721 2.638
O -7.999 -2.388 1.617
O -6.925 -1.083 3.158
F -9.555 -0.176 5.138
H -7.571 0.707 3.932
H -6.656 -0.314 5.065
H -8.492 -1.870 5.330

=====

(2)
Below is C43H43BBrGeN5O2ReS as an isolated structure at a distorted geometry, with properties calculated with ωB97M-V/def2-TZVPD.

Calculated values
Kohn-Sham gap (alpha / beta) ... 6.35 / 6.23 eV
Multiplicity ... 2
Net charge ... 0

Geometry (Å):
Re -1.040 0.446 -0.942
N -4.439 0.986 -3.613
C -3.548 1.206 -2.632
S -1.859 1.391 -3.076
N -3.991 1.336 -1.410
N -2.899 1.526 -0.591
C -2.972 2.422 0.295
C -1.723 2.809 0.968
C -1.714 3.635 2.069
C -0.492 4.039 2.592
C 0.667 3.644 1.956
C 0.574 2.823 0.839
N -0.597 2.373 0.371
H -4.105 0.757 -4.529
H -5.399 0.808 -3.372
H -3.900 2.966 0.450
H -2.654 3.952 2.504
H -0.452 4.665 3.475
H 1.643 3.960 2.303
H 1.454 2.528 0.291
C -1.981 0.212 4.072
C -2.499 -0.059 2.654
C -4.000 0.272 2.577
C -2.187 -1.483 2.224
C -2.902 -2.487 2.862
C -2.630 -3.818 2.612
C -1.641 -4.129 1.704
C -0.910 -3.164 1.003
C 0.136 -3.783 0.053
C 1.053 -2.862 -0.739
C -0.551 -4.720 -0.958
C -1.191 -1.809 1.273
N -0.446 -0.719 0.639
H -2.209 1.239 4.377
H -0.903 0.059 4.139
H -2.464 -0.464 4.784
H -1.972 0.602 1.984
H -4.539 -0.145 3.434
H -4.466 -0.113 1.667
H -4.158 1.357 2.597
H -3.668 -2.216 3.585
H -3.161 -4.604 3.136
H -1.400 -5.174 1.543
H 0.784 -4.386 0.696
H 0.486 -2.232 -1.421
H 1.740 -3.470 -1.332
H 1.653 -2.223 -0.103
H -1.260 -4.147 -1.564
H -1.094 -5.545 -0.497
H 0.197 -5.150 -1.628
Br -4.607 -4.677 -3.680
C -3.555 -3.305 -2.898
C -3.902 -2.801 -1.663
C -3.120 -1.787 -1.105
C -2.009 -1.251 -1.758
C -1.697 -1.799 -3.010
C -2.448 -2.819 -3.580
H -4.762 -3.192 -1.131
H -3.423 -1.406 -0.141
H -0.841 -1.424 -3.561
H -2.180 -3.226 -4.548
Ge 1.190 0.571 -2.192
C 2.991 -0.275 -2.236
C 3.611 -0.102 -3.483
C 4.908 -0.543 -3.720
C 5.622 -1.179 -2.713
C 5.031 -1.356 -1.469
C 3.732 -0.905 -1.233
C 1.786 2.483 -2.131
C 0.956 3.548 -2.504
C 1.386 4.870 -2.403
C 2.657 5.161 -1.919
C 3.500 4.121 -1.551
C 3.067 2.801 -1.661
H 0.821 0.378 -3.704
H 3.068 0.392 -4.284
H 5.361 -0.386 -4.694
H 6.629 -1.534 -2.895
H 5.579 -1.849 -0.673
H 3.324 -1.036 -0.246
H -0.043 3.356 -2.872
H 0.723 5.674 -2.701
H 2.993 6.189 -1.843
H 4.498 4.336 -1.183
H 3.746 1.999 -1.385
O 1.805 0.390 0.910
B 0.688 -0.313 1.397
O 0.847 -0.529 2.776
C 2.045 0.059 3.123
C 2.638 0.132 4.358
C 3.869 0.797 4.425
C 4.454 1.349 3.291
C 3.832 1.263 2.039
C 2.622 0.615 2.001
H 2.171 -0.306 5.234
H 4.373 0.880 5.380
H 5.413 1.846 3.371
H 4.281 1.678 1.143

=====

(3)
Below is a 10-piece molecular cluster, C38H57F6N4O28S5 overall at a distorted geometry, with properties calculated with ωB97M-V/def2-TZVPD.

Calculated values
Kohn-Sham gap (alpha / beta) ... 2.16 / 5.67 eV
Multiplicity ... 2
Net charge ... -2

Geometry (Å):
C 2.177 1.506 -0.172
F 2.704 2.409 -0.985
F 3.149 0.612 0.232
F 1.674 2.057 0.920
S 0.819 0.435 -1.164
O 0.159 1.486 -2.035
O 1.642 -0.537 -1.907
N -0.036 -0.367 0.086
S -1.507 -0.039 -0.324
O -1.956 1.326 -0.119
O -1.904 -0.681 -1.546
C -2.372 -1.032 1.148
F -3.708 -1.206 0.907
F -1.867 -2.230 1.244
F -2.119 -0.411 2.308
C -1.282 7.353 0.477
O -1.747 6.226 1.179
C -0.841 5.149 1.348
O 0.273 4.981 0.764
O -1.213 4.379 2.399
C -0.378 3.344 2.743
H -0.254 7.614 0.727
H -1.877 8.219 0.768
H -1.357 7.023 -0.559
H -0.234 2.693 1.881
H -0.995 2.699 3.368
H 0.531 3.655 3.258
C -2.912 -5.192 2.231
O -2.925 -6.289 3.164
C -4.078 -6.651 3.732
O -5.151 -6.156 3.690
O -3.762 -7.801 4.292
C -4.730 -8.630 4.788
H -3.334 -4.287 2.667
H -3.495 -5.419 1.339
H -1.891 -4.966 1.921
H -5.449 -7.979 5.286
H -4.336 -9.356 5.499
H -5.208 -9.166 3.968
C -3.967 2.386 3.464
O -3.188 1.855 4.489
C -3.496 1.888 5.848
O -4.237 2.679 6.384
O -2.779 0.970 6.521
C -2.103 -0.184 5.944
H -5.043 2.383 3.636
H -3.855 1.789 2.559
H -3.621 3.378 3.174
H -2.567 -0.724 5.119
H -1.975 -0.901 6.756
H -1.117 0.125 5.598
C 0.294 -3.414 -5.255
C 0.091 -2.849 -4.006
C -0.663 -3.512 -3.026
C -1.322 -4.661 -3.367
C -1.106 -5.282 -4.586
C -0.289 -4.640 -5.503
N -2.058 -5.369 -2.263
O -2.426 -6.529 -2.581
O -2.411 -4.845 -1.208
H 0.977 -2.928 -5.936
H 0.601 -1.953 -3.686
H -0.746 -3.053 -2.052
H -1.549 -6.247 -4.780
H -0.122 -5.195 -6.415
C 5.335 -0.441 -1.452
C 4.633 -1.578 -1.118
C 5.321 -2.696 -0.626
C 6.711 -2.493 -0.318
C 7.328 -1.245 -0.548
C 6.632 -0.253 -1.113
N 7.493 -3.691 0.179
O 8.752 -3.768 -0.004
O 6.856 -4.512 0.760
H 4.698 0.220 -2.020
H 3.559 -1.594 -1.234
H 4.757 -3.549 -0.279
H 8.335 -1.071 -0.199
H 7.124 0.699 -1.246
C 0.762 5.430 -3.583
C 0.193 6.131 -4.609
C -1.094 5.741 -5.115
C -1.822 4.682 -4.581
C -1.226 4.015 -3.471
C 0.039 4.405 -3.031
N -3.217 4.439 -4.945
O -3.733 5.104 -5.827
O -3.798 3.550 -4.376
H 1.782 5.571 -3.258
H 0.754 7.003 -4.911
H -1.514 6.267 -5.960
H -1.722 3.156 -3.045
H 0.496 3.782 -2.276
O 3.087 -3.411 2.931
S 2.189 -2.694 3.850
O 1.865 -3.324 5.119
O 2.903 -1.199 4.101
C 3.500 -0.506 3.018
C 4.970 -0.607 3.412
C 0.566 -2.243 2.967
H 3.130 0.515 2.921
H 3.344 -1.022 2.070
H 5.277 0.243 4.021
H 5.507 -0.440 2.479
H 5.335 -1.576 3.754
H 0.078 -3.183 2.712
H 0.846 -1.660 2.089
H 0.056 -1.695 3.759
O -3.485 -2.039 -4.835
S -4.907 -2.289 -4.770
O -5.602 -3.008 -5.822
O -5.271 -2.997 -3.333
C -4.655 -2.601 -2.156
C -5.391 -3.333 -1.049
C -5.658 -0.628 -4.412
H -4.742 -1.531 -1.966
H -3.579 -2.773 -2.199
H -5.190 -4.393 -1.204
H -6.453 -3.094 -1.012
H -4.933 -3.061 -0.098
H -5.385 0.049 -5.221
H -5.227 -0.330 -3.457
H -6.729 -0.740 -4.243
O 5.515 7.113 -0.271
S 4.627 6.222 -1.102
O 4.546 6.427 -2.555
O 5.243 4.632 -0.790
C 5.153 4.173 0.556
C 5.891 2.881 0.815
C 2.945 6.112 -0.295
H 4.098 3.925 0.676
H 5.453 4.939 1.271
H 5.709 2.450 1.799
H 6.971 3.016 0.766
H 5.526 2.165 0.080
H 2.464 5.252 -0.762
H 2.382 7.011 -0.546
H 3.063 6.011 0.784

=====

(4)
Below is a 2-piece molecular cluster, C10H23ClNO2 overall, with properties calculated with ωB97M-V/def2-TZVPD.

Calculated values
Kohn-Sham gap ... 6.32 eV
Net charge ... -1

Geometry (Å):
C 2.395 -1.580 1.756
C 2.406 -1.012 0.310
C 3.546 -1.662 -0.518
C 2.520 0.531 0.313
C 1.357 1.268 -0.375
C 1.564 1.244 -1.890
C -0.019 0.699 -0.010
O -0.914 1.765 0.337
C -2.019 1.354 1.042
O -2.653 0.257 0.417
C -3.996 0.115 0.794
C -4.703 -0.871 -0.132
N -4.210 -0.764 -1.510
H 3.034 -2.459 1.847
H 1.377 -1.840 2.059
H 2.753 -0.837 2.469
H 1.465 -1.347 -0.135
H 4.229 -2.240 0.106
H 3.126 -2.371 -1.239
H 4.095 -0.922 -1.097
H 3.427 0.819 -0.238
H 2.661 0.938 1.316
H 1.384 2.305 -0.036
H 2.530 1.682 -2.143
H 0.752 1.742 -2.424
H 1.590 0.200 -2.227
H 0.059 0.021 0.851
H -0.429 0.122 -0.841
H -2.710 2.202 1.113
H -1.718 1.056 2.064
H -4.048 -0.286 1.816
H -4.514 1.085 0.783
H -4.495 -1.890 0.197
H -5.779 -0.672 -0.056
H -4.168 0.210 -1.794
H -4.877 -1.199 -2.138
Cl 4.980 2.338 -0.786

=====

(5)
Below is an isolated ion of composition C3H9N2 and charge +1, with properties calculated with ωB97M-V/def2-TZVPD.

Calculated values
SMILES ... C=[N+](C)CN
Kohn-Sham gap ... 10.22 eV
Net charge ... +1

Geometry (Å):
C -1.133 -0.971 -0.152
N -0.402 -0.037 0.288
C -0.447 0.361 1.687
C 0.680 0.577 -0.569
N 1.051 -0.323 -1.627
H -1.113 -1.196 -1.209
H -1.758 -1.583 0.486
H 0.544 0.402 2.122
H -0.930 1.323 1.820
H -0.978 -0.384 2.275
H 1.485 0.740 0.132
H 0.317 1.510 -0.988
H 0.627 -0.012 -2.501
H 2.058 -0.407 -1.764